#i
C3H6N3 | ωB97M-V with the def2-TZVPD basis set

CARTESIAN COORDINATES (ANGSTROEM)
C -1.4647 0.0851 1.8828
C 1.0191 -0.1367 -1.2296
C -0.7022 0.9671 0.0075
N -0.8156 -0.0015 0.9267
N 0.0000 0.9704 -1.0370
N 0.8090 -1.1028 -0.2242
H -2.2032 0.1141 2.6432
H 0.9761 -0.3231 -2.3401
H 1.8133 0.5331 -1.0705
H -1.1565 1.8409 0.2331
H 0.2756 -1.9096 -0.4095
H 1.4492 -1.0371 0.6176

As for the total charge: +1. The SMILES is C#[N+]/C=N\CN. The calculation puts the LUMO energy (spin up / spin down) at -5.72 / -5.72 eV.

***

#ii
C3H6N3 | ωB97M-V with the def2-TZVPD basis set

CARTESIAN COORDINATES (ANGSTROEM)
C 2.1446 0.0953 0.2753
C -1.5807 0.2053 -0.4530
C 0.9690 0.7874 -0.2763
N 1.7547 -0.3247 -0.8300
N -0.4056 0.5695 0.3516
N -0.9117 -0.7990 0.4629
H 2.8940 -0.1260 1.0264
H -2.4524 0.6888 -0.0926
H -1.4767 -0.0891 -1.5189
H 0.9015 1.7716 -0.5773
H -1.4225 -1.1182 1.3349
H -0.4142 -1.6609 0.2971

As for the total charge: +1. The SMILES is C1=N[C@H]1N1C[NH2+]1. The calculation puts the LUMO energy at -3.72 eV.

***

#i takes first place; second place is 0.334 eV up.

***

#i
C23H34NO3S2SbSeTi | ωB97M-V with the def2-TZVPD basis set

CARTESIAN COORDINATES (ANGSTROEM)
Ti 0.0999 -0.5123 1.0324
C -0.0207 4.1430 0.2518
C 0.7635 2.8876 -0.0241
C 0.9024 2.4257 -1.3341
C 1.4975 1.2128 -1.5845
C 2.0085 0.4415 -0.5345
C 1.9418 0.9159 0.7775
C 1.3013 2.1484 1.0094
H 0.4688 5.0288 -0.1671
H -0.1514 4.2894 1.3244
H -1.0143 4.0649 -0.1957
H 0.5112 3.0221 -2.1520
H 1.5745 0.8457 -2.6002
H 2.5485 -0.4668 -0.7362
H 2.5816 0.4931 1.5336
H 1.2001 2.4973 2.0290
C -1.3509 -4.3754 -1.4152
C -0.4773 -3.3565 -0.7049
S -0.9231 -1.6669 -0.9167
C 0.5703 -3.7043 0.0537
C 1.0385 -5.1324 0.1963
S 1.5163 -2.5139 0.9558
H -2.2640 -3.8949 -1.7673
H -1.6397 -5.1909 -0.7462
H -0.8517 -4.8201 -2.2858
H 0.5126 -5.8114 -0.4793
H 0.9055 -5.4885 1.2244
H 2.1100 -5.1885 -0.0209
C -2.7601 2.7415 -4.8418
C -3.5977 2.1594 -3.6932
Sb -2.4028 0.7247 -2.5150
C -4.0217 0.1882 -1.1783
C -5.4419 0.5953 -1.5792
C -2.7034 -0.9024 -3.9417
C -3.8821 -0.8181 -4.9121
H -3.3220 3.4539 -5.4571
H -2.3932 1.9527 -5.5096
H -1.8766 3.2639 -4.4584
H -4.5046 1.6842 -4.0761
H -3.9148 2.9612 -3.0168
H -3.7405 0.6401 -0.2242
H -3.9245 -0.8902 -1.0490
H -5.5333 1.6766 -1.7077
H -6.1636 0.2965 -0.8103
H -5.7531 0.1305 -2.5180
H -2.7662 -1.7886 -3.3111
H -1.7627 -0.9823 -4.4926
H -4.8354 -0.7300 -4.3849
H -3.9404 -1.7142 -5.5418
H -3.8016 0.0423 -5.5827
Se 0.8573 -0.1686 3.6827
C 2.6948 -0.5467 4.0764
C 3.3293 -1.7488 3.7301
C 4.6746 -1.9628 4.0173
C 5.4280 -0.9969 4.6785
C 4.8079 0.1891 5.0571
C 3.4670 0.4088 4.7577
H 2.7566 -2.5060 3.2093
H 5.1384 -2.8971 3.7173
H 6.4789 -1.1626 4.8890
H 5.3736 0.9503 5.5862
H 2.9884 1.3385 5.0473
O -1.6406 -0.9487 1.9771
N -1.4893 0.3640 1.8905
O -1.7589 1.1657 2.8286
O -1.2762 0.8156 0.6259

Its multiplicity is 3. The expectation value of S² is 2.0136. As for the total charge: -2. The calculation puts the LUMO energy (spin up / spin down) at 4.51 / 4.51 eV.

***

#ii
C23H34NO3S2SbSeTi | ωB97M-V with the def2-TZVPD basis set

CARTESIAN COORDINATES (ANGSTROEM)
Ti -0.6656 0.5014 0.6866
C 4.2859 3.7110 0.5955
C 3.2186 4.7675 0.6728
C 2.7340 5.2192 1.8935
C 1.6713 6.1094 1.9500
C 1.0902 6.5764 0.7826
C 1.5773 6.1447 -0.4442
C 2.6333 5.2518 -0.4944
H 4.5637 3.3602 1.5897
H 5.1854 4.0811 0.0963
H 3.9079 2.8523 0.0371
H 3.1488 4.8110 2.8080
H 1.2719 6.4076 2.9117
H 0.2369 7.2414 0.8264
H 1.1069 6.4744 -1.3619
H 2.9782 4.8782 -1.4520
C -1.3548 -3.8803 3.9222
C -0.5563 -2.6803 3.6316
S -0.2500 -1.2973 2.3848
C 0.4330 -1.8969 3.9102
C 1.5580 -1.5393 4.8010
S 0.3718 2.5079 0.7184
H -1.2634 -4.6011 3.1058
H -2.4128 -3.6239 4.0013
H -1.0257 -4.3526 4.8516
H 1.9325 -2.4171 5.3303
H 1.2437 -0.7928 5.5330
H 2.3662 -1.1022 4.2148
C 3.6318 -0.5957 -0.7121
C 2.5440 -1.6023 -1.0748
Sb 0.6828 -0.6788 -1.6841
C -0.0919 -2.4135 -2.6762
C 0.4516 -2.6446 -4.0788
C 1.4824 0.5459 -3.2468
C 0.4277 1.4379 -3.9004
H 4.5681 -1.0871 -0.4265
H 3.3104 0.0350 0.1205
H 3.8567 0.0707 -1.5478
H 2.2822 -2.2036 -0.2003
H 2.8687 -2.2873 -1.8628
H -1.1746 -2.2865 -2.6992
H 0.1489 -3.2391 -1.9982
H 0.1558 -1.8178 -4.7253
H 0.0207 -3.5507 -4.5144
H 1.5423 -2.7491 -4.0886
H 1.9844 -0.1053 -3.9664
H 2.2429 1.1524 -2.7480
H -0.4420 0.8660 -4.2297
H 0.8506 1.9648 -4.7621
H 0.0816 2.1861 -3.1840
Se -2.9075 -0.4565 -0.3203
C -4.0443 -1.6343 0.6791
C -3.5830 -2.7419 1.3855
C -4.4845 -3.6003 1.9997
C -5.8523 -3.3653 1.9194
C -6.3086 -2.2641 1.1990
C -5.4148 -1.4071 0.5762
H -2.5184 -2.9453 1.4266
H -4.1202 -4.4738 2.5320
H -6.5517 -4.0430 2.3952
H -7.3743 -2.0807 1.1127
H -5.7247 -0.5561 -0.0218
O -4.0429 0.5498 -1.0665
N -2.8752 -1.4904 -3.9364
O -3.6623 -2.2234 -4.5593
O -1.9470 -0.9767 -4.6180

Its multiplicity is 3. The expectation value of S² is 2.0266. As for the total charge: -2. The calculation puts the LUMO energy (spin up / spin down) at 3.80 / 3.78 eV.

***

#i takes first place; second place is 4.589 eV up.

***

#i
C12H16N2O | ωB97M-V with the def2-TZVPD basis set

CARTESIAN COORDINATES (ANGSTROEM)
C 1.9053 2.7294 0.0891
C -0.3255 1.5130 -0.4455
C 0.8970 2.1581 -0.8552
C -0.9280 1.0300 -1.6129
C 0.9552 2.0797 -2.2002
C -1.0497 1.3945 0.7528
C -2.1296 0.3015 -1.6165
C -2.2843 0.7994 0.7435
C -2.8309 0.2673 -0.4374
N -0.1721 1.4323 -2.6774
H -0.6289 1.7055 1.7044
H 2.4976 3.5448 -0.3410
H 2.6298 1.9567 0.3514
H 1.6255 2.5587 -2.8953
H -0.1718 1.1215 -3.6322
H -2.4309 -0.2531 -2.4970
H -2.8223 0.5797 1.6571
H -3.7449 -0.3065 -0.3603
H 1.4609 3.1670 0.9832
C 0.5247 -1.6720 0.5518
C 1.3718 -2.7989 -0.0672
C -0.3077 -2.2017 1.7039
O -1.5152 -2.3348 1.6661
N 0.3776 -2.3886 2.8739
H 1.1659 -0.8799 0.9490
H -0.0931 -1.2270 -0.2170
H 2.0561 -2.3335 -0.7827
H 0.7522 -3.5030 -0.6162
H -0.1699 -2.6571 3.6746
H 1.3784 -2.4439 2.9147
H 2.0066 -3.3389 0.6383

The SMILES is Cc1c[nH]c2ccccc12.CCC(N)=O. The calculation puts the LUMO energy at 0.77 eV.

***

#ii
C12H16N2O | ωB97M-V with the def2-TZVPD basis set

CARTESIAN COORDINATES (ANGSTROEM)
C 3.1663 2.9241 -0.9877
C 2.1312 -0.6099 0.6481
C 1.1222 -1.5225 1.2575
C -0.2405 -1.4767 0.5220
C -0.7627 -2.6961 0.0668
C -1.9432 -2.7463 -0.6286
C -2.7313 -1.6392 -0.8561
C -2.2696 -0.4313 -0.3738
C -2.8466 1.8397 0.2152
C -1.5523 1.8954 0.9026
C -0.7421 0.8519 0.9841
C -1.0660 -0.3591 0.3679
H 4.1365 3.3703 -1.3077
H 2.9798 3.4073 -0.0755
H 3.0627 1.8155 -0.8969
H 2.3912 3.2646 -1.6658
H 1.0797 -0.5535 -1.1558
H 2.3977 -1.4867 -1.1670
H 1.9444 0.3668 1.0752
H 3.1197 -0.9442 0.9712
H 1.4894 -2.5895 1.4609
H 0.8060 -1.0169 2.2165
H -0.1360 -3.5457 0.1434
H -2.3575 -3.7359 -0.8306
H -3.5251 -1.8182 -1.6598
H -3.9439 0.6287 -0.9254
H -1.3601 2.8991 1.2979
H 0.2862 0.9634 1.3796
N 2.0813 -0.5139 -0.8366
N -3.1324 0.6183 -0.3426
O -3.5852 2.8406 0.2010

The SMILES is NCCc1cccc2[nH]c(=O)ccc12.C. The calculation puts the LUMO energy at 0.10 eV.

***

#i takes first place; second place is 1.309 eV up.

***

#i
C3H8O3 | ωB97M-V with the def2-TZVPD basis set

CARTESIAN COORDINATES (ANGSTROEM)
C 1.9224 -0.0739 -1.0391
O 1.7450 1.2894 -1.4239
C 2.0029 -0.2109 0.5043
H 2.7767 -0.4946 -1.5681
H 1.0128 -0.6372 -1.2959
H 0.8241 1.4730 -1.2150
H 2.6558 0.6272 0.7516
H 2.5802 -1.0632 0.8328
H 0.9839 -0.1338 0.8309
O -2.6603 -0.0115 -0.1200
C -1.9343 0.0733 0.8271
O -1.4812 -1.0533 1.3926
H -1.6002 1.0014 1.3004
H -1.9752 -1.7294 0.9041

The SMILES is O=CO.CCO. The calculation puts the LUMO energy at 0.70 eV.

***

#ii
C3H8O3 | ωB97M-V with the def2-TZVPD basis set

CARTESIAN COORDINATES (ANGSTROEM)
O 1.8198 1.2861 0.2066
C 1.2533 0.1240 -0.3373
C -0.4103 0.2380 -0.5268
O -0.9199 1.2404 0.3215
C -0.9396 -1.1556 -0.1370
O -0.7619 -1.3598 1.2438
H 1.0911 1.8596 0.6485
H 1.5890 -0.0445 -1.3719
H 1.4165 -0.7464 0.3194
H -0.6002 0.4847 -1.5887
H -0.1568 1.8547 0.6571
H -1.9849 -1.3370 -0.4361
H -0.3230 -1.9021 -0.6592
H -1.0730 -0.5420 1.6600

The SMILES is OCC(O)CO. The calculation puts the LUMO energy at 0.43 eV.

***

#i takes first place; second place is 1.083 eV up.

***

#i
C3H8O3 | ωB97M-V with the def2-TZVPD basis set

CARTESIAN COORDINATES (ANGSTROEM)
O -1.3374 -0.8147 0.4372
C -0.2399 -0.6489 -0.0335
C 0.1241 0.7615 -0.5282
C 1.1335 0.7107 -1.6884
O 1.8933 -0.4727 -1.3126
H 0.4151 -1.4593 -0.1178
H -0.8216 1.2963 -0.9929
H 0.4209 1.5084 0.3094
H 0.7463 0.4651 -2.7196
H 1.7336 1.5726 -1.8886
H 2.4688 -0.7649 -2.1188
H -1.6305 0.1713 1.9625
H -2.2282 0.3407 3.3081
O -1.4572 0.2787 2.8451

The SMILES is O=CCCO.O. The calculation puts the LUMO energy at 0.57 eV.

***

#ii
C3H8O3 | ωB97M-V with the def2-TZVPD basis set

CARTESIAN COORDINATES (ANGSTROEM)
O -1.6423 0.3838 -2.4556
O -0.1221 -0.4840 -0.9341
C -1.4058 -0.1756 -1.3811
C 0.1462 -0.6590 1.3946
C 0.0477 -1.3918 0.1006
H -2.1910 -0.5051 -0.6722
H 0.4160 -1.4027 2.1632
H -0.7664 -0.1318 1.7202
H 0.9657 0.0747 1.3119
H 0.9331 -2.0073 -0.1500
H -0.8357 -2.0589 0.1046
O 1.8675 2.8974 -0.3547
H 1.0666 3.3235 0.0264
H 1.5206 2.1368 -0.8738

The SMILES is CCOC=O.O. The calculation puts the LUMO energy at 0.74 eV.

***

#ii takes first place; second place is 1.257 eV up.

***

#i
C3H6N2S2 | ωB97M-V with the def2-TZVPD basis set

CARTESIAN COORDINATES (ANGSTROEM)
C 0.8204 0.0862 -0.0926
C -0.4869 -0.4428 -0.0328
C -1.7064 0.2781 0.0247
H 1.9818 1.7507 -0.3229
H 0.2845 2.0236 -0.1017
H 1.6396 -1.7446 0.0952
H 2.7279 -0.5041 0.4011
H -0.4943 -1.4947 0.1828
H -2.6563 -1.8340 -0.0510
N 1.0910 1.4139 0.0430
N 1.8992 -0.8097 -0.0917
S -3.2160 -0.6223 -0.0352
S -1.8843 1.8998 -0.0188

The SMILES is NC(N)=CC(=S)S. The calculation puts the LUMO energy at 0.23 eV.

***

#ii
C3H6N2S2 | ωB97M-V with the def2-TZVPD basis set

CARTESIAN COORDINATES (ANGSTROEM)
C 1.1840 1.9385 0.0289
C 0.8528 0.4912 -0.0124
C -1.4840 1.0153 -0.0061
H 0.8225 2.4234 -0.8689
H 2.2805 2.0679 0.0228
H 0.7108 2.4814 0.9088
H 0.3360 -1.8847 0.0721
H -1.1198 2.0606 0.0417
H -3.3448 1.4141 0.0118
N -0.4535 0.0760 -0.0255
N -2.6709 0.6110 -0.0236
S 2.1512 -0.5897 -0.0110
S -0.9719 -1.5379 0.0168

The SMILES is [H]/N=C/N(S)C(C)=S. The calculation puts the LUMO energy at -0.05 eV.

***

#i takes first place; second place is 1.040 eV up.